Computed, not measured: a molecular structure, C48H48N4O3P2S5Tl, with wB97M-V/def2-TZVPD.

E_tot ... -5148.6166 Ha
Energy above the lowest of the compared OMol25 structures with the same formula, charge and spin ... 85.0 kJ/mol
Frontier orbital gap ... 0.1978 hartree

Geometry as ORCA input:
```
! RIJCOSX wB97M-V def2-TZVPD def2/J DEFGRID3
* xyz 1 1
Tl 0.295 -0.658 -0.311
O 1.040 -8.392 -2.268
C 0.847 -7.291 -1.870
S 1.939 -6.455 -0.727
C 1.062 -4.966 -0.605
C -0.180 -4.878 -1.453
S -1.138 -3.576 -1.555
S -0.565 -6.307 -2.354
S 1.571 -3.775 0.365
O -3.562 2.740 -1.618
C -4.134 2.485 -2.857
C -5.366 3.007 -3.208
C -5.904 2.692 -4.449
C -5.226 1.844 -5.311
C -4.026 1.269 -4.914
C -3.475 1.572 -3.676
P -2.112 0.682 -2.827
C -3.267 -0.465 -1.951
C -4.082 -1.367 -2.640
C -5.036 -2.112 -1.967
C -5.201 -1.958 -0.595
C -4.405 -1.060 0.097
C -3.442 -0.319 -0.580
C -1.382 -0.350 -4.151
C -0.820 0.317 -5.243
C -0.091 -0.372 -6.199
C 0.105 -1.741 -6.072
C -0.433 -2.412 -4.985
C -1.168 -1.721 -4.029
C -3.040 3.990 -1.330
C -3.596 5.162 -1.842
C -3.127 6.397 -1.433
C -2.097 6.484 -0.510
C -1.528 5.319 -0.034
C -1.972 4.057 -0.434
P -1.108 2.549 0.171
C -1.285 2.640 1.995
C -0.517 1.738 2.739
C -0.658 1.649 4.113
C -1.572 2.465 4.773
C -2.345 3.355 4.044
C -2.207 3.439 2.662
C 0.638 3.076 -0.062
C 1.347 3.898 0.809
C 2.632 4.310 0.497
C 3.245 3.881 -0.672
C 2.561 3.039 -1.535
C 1.265 2.645 -1.232
H -5.908 3.640 -2.519
H -6.859 3.110 -4.738
H -5.649 1.603 -6.277
H -3.522 0.566 -5.566
H -3.980 -1.473 -3.713
H -5.656 -2.811 -2.512
H -5.953 -2.533 -0.070
H -4.540 -0.924 1.163
H -2.861 0.426 -0.047
H -0.959 1.388 -5.343
H 0.334 0.161 -7.040
H 0.673 -2.281 -6.817
H -0.289 -3.479 -4.882
H -1.606 -2.267 -3.202
H -4.394 5.115 -2.560
H -3.579 7.295 -1.833
H -1.732 7.446 -0.178
H -0.697 5.386 0.653
H 0.223 1.112 2.245
H -0.060 0.937 4.671
H -1.680 2.402 5.848
H -3.068 3.983 4.548
H -2.827 4.130 2.106
H 0.896 4.216 1.742
H 3.163 4.969 1.171
H 4.255 4.194 -0.903
H 3.025 2.702 -2.454
H 0.719 2.016 -1.931
C 4.067 -0.579 -0.488
N 4.404 -0.862 0.898
C 5.647 -0.233 1.339
C 3.358 -1.182 1.720
O 2.188 -1.063 1.289
N 3.579 -1.719 2.938
C 4.877 -2.058 3.490
C 2.456 -1.928 3.838
H 4.983 -0.615 -1.074
H 3.611 0.412 -0.602
H 3.384 -1.333 -0.876
H 5.779 0.697 0.784
H 6.512 -0.874 1.152
H 5.600 0.035 2.387
H 5.561 -2.384 2.711
H 4.740 -2.887 4.183
H 5.317 -1.226 4.044
H 1.527 -1.752 3.310
H 2.519 -1.243 4.688
H 2.476 -2.955 4.205
C 5.582 3.734 4.085
N 4.224 3.781 4.558
C 3.791 4.779 5.526
C 2.283 4.505 5.661
N 2.145 3.243 4.949
C 3.251 2.901 4.256
S 3.352 1.610 3.198
H 6.274 3.534 4.907
H 5.855 4.685 3.622
H 5.661 2.938 3.348
H 4.000 5.784 5.155
H 4.323 4.651 6.472
H 1.684 5.289 5.195
H 1.974 4.407 6.700
H 1.259 2.815 4.737
*
```